Molecular formula: C18H20N2O5S2
Method: DFT, the ωB97M-V functional and the def2-TZVPD basis

```
! RIJCOSX wB97M-V def2-TZVPD def2/J DEFGRID3
* xyz 0 1
C -3.8796 -0.7455 0.3918
C -2.9857 0.1596 -0.4466
C -3.1488 1.6301 -0.0536
S -2.2650 2.7137 -1.2269
C -0.6314 2.2165 -0.8135
C 0.3593 2.1934 -1.7862
C 1.6322 1.7576 -1.4698
C 1.9078 1.3685 -0.1729
S 3.5066 0.6516 0.2018
O 4.1525 0.3250 -1.0292
O 4.2164 1.4464 1.1595
N 3.1120 -0.7540 1.0389
C 1.9430 -1.4606 0.7770
C 1.2419 -2.1003 1.7900
C 0.0656 -2.7680 1.4985
C -0.4643 -2.7965 0.2157
O -1.6580 -3.4123 -0.0862
C -2.2537 -4.2335 0.8889
C 0.2476 -2.1547 -0.8177
O -0.1238 -2.0428 -2.1216
C -1.1178 -2.8784 -2.6752
C 1.4469 -1.5173 -0.5180
C 0.9516 1.4330 0.8189
C -0.3375 1.8492 0.5072
N -1.3023 1.9123 1.5051
C -2.6573 1.8929 1.3547
O -3.3957 2.0277 2.3022
H -4.9272 -0.4961 0.2404
H -3.7231 -1.7815 0.1048
H -3.6547 -0.6374 1.4503
H -1.9406 -0.1404 -0.3302
H -3.2449 0.0577 -1.5029
H -4.1993 1.9229 -0.1142
H 0.1113 2.5001 -2.7897
H 2.4099 1.6880 -2.2120
H 3.3895 -0.7079 2.0069
H 1.6132 -2.0869 2.8034
H -0.4558 -3.2572 2.3049
H -3.1031 -4.7023 0.3934
H -1.5654 -5.0096 1.2370
H -2.6140 -3.6533 1.7447
H -2.1092 -2.6461 -2.2816
H -1.0928 -2.6749 -3.7454
H -0.8985 -3.9339 -2.5018
H 1.9952 -1.0641 -1.3264
H 1.2001 1.1508 1.8303
H -0.9711 1.9543 2.4610
*
```

Properties
Relative energy (zero: lowest compared OMol25 entry of this formula, charge and spin)   0.674 eV
E_HOMO   -8.222 eV
SMILES   CC[C@@H]1Sc2ccc(S(=O)(=O)Nc3ccc(OC)c(OC)c3)cc2NC1=O

Löwdin analysis output, partial charges in e:
1 C -0.07
2 C -0.25
3 C -0.48
4 S 1.03
5 C -0.46
6 C -0.07
7 C -0.05
8 C -0.29
9 S 0.67
10 O -0.27
11 O -0.29
12 N -0.05
13 C -0.32
14 C -0.03
15 C -0.01
16 C -0.20
17 O -0.14
18 C -0.09
19 C -0.19
20 O -0.06
21 C -0.07
22 C 0.05
23 C 0.01
24 C -0.23
25 N 0.15
26 C -0.51
27 O 0.09
28 H 0.08
29 H 0.06
30 H 0.08
31 H 0.10
32 H 0.11
33 H 0.12
34 H 0.11
35 H 0.12
36 H 0.12
37 H 0.11
38 H 0.11
39 H 0.10
40 H 0.10
41 H 0.09
42 H 0.09
43 H 0.10
44 H 0.10
45 H 0.12
46 H 0.13
47 H 0.17